<i>
{
  "formula": "C2H8NOS",
  "method": "ωB97M-V with the def2-TZVPD basis set",
  "species": ["C", "S", "H", "H", "H", "N", "C", "O", "H", "H", "H", "H", "H"],
  "xyz": [[0.1731, 2.1527, 1.8608], [0.1688, 0.2910, 2.3994], [0.3751, 2.2905, 0.6781], [1.0492, 2.4998, 2.2835], [-0.7187, 2.8474, 2.0562], [-1.0492, -1.7085, -1.4395], [0.3763, -1.4114, -1.5254], [1.0010, -0.7007, -0.3678], [-1.4879, -0.7989, -1.5033], [-1.5357, -2.0456, -0.5953], [0.1553, -0.8437, -2.5628], [1.0122, -2.2562, -1.7365], [0.4806, -0.3164, 0.4526]],
  "mulliken_charge": [-0.689, -0.701, 0.165, 0.187, 0.217, -0.645, -0.163, -0.477, 0.244, 0.237, 0.212, 0.256, 0.155],
  "gap_ha": 0.25593,
  "homo_ev": -2.83,
  "total_charge": -1
}

=====

<ii>
{
  "formula": "C2H8NOS",
  "method": "ωB97M-V with the def2-TZVPD basis set",
  "species": ["C", "S", "H", "H", "H", "H", "N", "C", "O", "H", "H", "H", "H"],
  "xyz": [[1.2892, 0.0913, 1.7631], [0.0120, 1.4176, 1.7959], [1.1405, -0.3788, 0.7857], [2.3107, 0.4653, 1.8401], [1.0762, -0.5696, 2.6001], [-0.6276, 0.7936, 0.7496], [-0.8960, -1.7020, -2.6857], [-0.0735, -0.6656, -1.9806], [-0.4451, -0.4327, -0.7098], [-0.9628, -2.5045, -2.0598], [-1.8378, -1.3290, -2.6981], [0.9780, -0.9997, -2.1116], [-0.1904, 0.2333, -2.6242]],
  "mulliken_charge": [-0.432, -0.358, 0.072, 0.246, 0.203, 0.257, -0.812, -0.395, -0.807, 0.293, 0.251, 0.230, 0.249],
  "gap_ha": 0.24921,
  "homo_ev": -3.09,
  "total_charge": -1
}

=====

<iii>
{
  "formula": "C2H8NOS",
  "method": "ωB97M-V with the def2-TZVPD basis set",
  "species": ["C", "C", "S", "N", "H", "H", "H", "H", "H", "H", "H", "H", "O"],
  "xyz": [[0.4299, 0.5839, 1.6064], [0.4230, 0.3746, 0.1121], [-1.2415, 0.4752, -0.6590], [-0.2751, -0.4826, 2.3331], [-0.0412, 1.5694, 1.7567], [1.4735, 0.6797, 1.9319], [0.8023, -0.6036, -0.1958], [1.1232, 1.0808, -0.3891], [0.1376, -1.4057, 2.1949], [-1.0369, -0.6335, 1.6392], [-0.1389, -0.1105, -3.8695], [-0.8568, -0.7324, -2.7418], [-0.7991, -0.7952, -3.7191]],
  "mulliken_charge": [-0.434, -0.734, -0.687, -0.675, 0.222, 0.316, 0.276, 0.292, 0.249, 0.279, 0.313, 0.249, -0.666],
  "gap_ha": 0.26048,
  "homo_ev": -2.85,
  "total_charge": -1
}

=====

Which of them is most stable? Easy: <iii>.

=====

<i>
{
  "formula": "C2H3BrN2O",
  "method": "ωB97M-V with the def2-TZVPD basis set",
  "species": ["C", "C", "N", "N", "O", "Br", "H", "H", "H"],
  "xyz": [[1.9600, -0.0012, -0.6668], [1.1316, -1.0688, -0.9197], [-2.1986, 0.2740, 0.7850], [-1.0025, 0.2880, 1.0893], [2.5225, 1.0003, -0.3055], [0.1663, -0.5523, -2.4799], [-0.7069, 1.0696, 1.7564], [0.9687, -2.0537, -0.5701], [-2.8411, 1.0441, 1.3114]],
  "mulliken_charge": [0.565, -0.426, -0.279, -0.093, -0.407, -0.119, 0.192, 0.364, 0.203],
  "gap_ha": 0.32247,
  "homo_ev": -8.67,
  "total_charge": 0
}

=====

<ii>
{
  "formula": "C2H3BrN2O",
  "method": "ωB97M-V with the def2-TZVPD basis set",
  "species": ["C", "C", "N", "N", "O", "Br", "H", "H", "H"],
  "xyz": [[-0.4081, -1.3262, -0.3452], [0.4081, -0.4308, 0.4825], [0.0454, 1.9332, -0.2904], [-0.6515, 1.0971, 0.2454], [-1.5715, -1.4936, -0.1662], [2.0548, 0.0970, -0.1396], [0.1499, -2.1878, -0.9254], [0.3793, -0.4766, 1.6084], [-0.4065, 2.7877, -0.4695]],
  "mulliken_charge": [0.013, -0.070, -0.271, -0.060, -0.410, -0.056, 0.286, 0.341, 0.227],
  "gap_ha": 0.34594,
  "homo_ev": -9.22,
  "total_charge": 0
}

=====

Which of them is most stable? Easy: <ii>.

=====

<i>
{
  "formula": "C10H10N2O2",
  "method": "ωB97M-V with the def2-TZVPD basis set",
  "species": ["O", "C", "C", "C", "N", "C", "O", "N", "H", "H", "H", "H", "C", "C", "C", "C", "C", "C", "H", "H", "H", "H", "H", "H"],
  "xyz": [[-0.6968, -1.6405, -3.1013], [-1.1247, -0.7356, -2.3693], [-1.3322, 0.6479, -2.5766], [-1.6913, 1.4043, -1.5471], [-1.9530, 0.8958, -0.2966], [-1.5974, -0.4179, 0.0396], [-1.7016, -0.7508, 1.1877], [-1.3250, -1.1882, -1.0499], [-1.1411, 1.0917, -3.5674], [-1.8791, 2.4439, -1.7163], [-2.3587, 1.4968, 0.4701], [-1.1429, -2.1839, -0.9509], [1.6018, 1.2037, 1.3215], [1.0282, 0.6643, 0.1745], [0.9761, -0.7498, 0.0425], [1.5783, -1.4403, 1.1231], [2.2519, -0.7275, 2.2309], [2.1520, 0.5535, 2.4133], [1.3744, 2.3083, 1.7617], [0.5198, 1.3461, -0.5944], [0.3595, -1.3204, -0.6783], [1.0989, -2.6459, 1.2056], [2.5747, -1.3207, 3.1222], [2.4284, 1.0652, 3.3556]],
  "mulliken_charge": [-0.664, 0.688, -0.480, -0.433, 0.002, 0.177, -0.604, -0.207, 0.410, 0.382, 0.281, 0.320, -0.264, 0.066, -0.033, -0.350, -0.459, -0.372, 0.105, 0.330, 0.371, 0.114, 0.271, 0.348],
  "gap_ha": 0.33631,
  "homo_ev": -8.93,
  "smiles": "O=c1cc[nH]c(=O)[nH]1.c1ccccc1",
  "total_charge": 0
}

=====

<ii>
{
  "formula": "C10H10N2O2",
  "method": "ωB97M-V with the def2-TZVPD basis set",
  "species": ["O", "C", "C", "C", "N", "C", "O", "N", "H", "H", "H", "H", "C", "C", "C", "C", "C", "C", "H", "H", "H", "H", "H", "H"],
  "xyz": [[-1.4995, -2.0825, -0.9317], [-2.1115, -1.1564, -0.3532], [-3.3227, -1.4835, 0.3327], [-3.9951, -0.4028, 0.4863], [-3.7657, 0.8515, 0.0251], [-2.3957, 1.2474, -0.0990], [-1.9371, 2.4300, -0.1175], [-1.5912, 0.1784, -0.4160], [-3.6091, -2.5848, 0.1436], [-4.8972, -0.5179, 1.0679], [-4.1778, 1.5398, 0.6604], [-0.6140, 0.3821, -0.5916], [2.7838, -0.3919, 1.2875], [2.6617, 0.9142, 0.7368], [3.4782, 1.2939, -0.2829], [4.3430, 0.4975, -0.9181], [4.4124, -0.7941, -0.4228], [3.6958, -1.2673, 0.7175], [2.1731, -0.4377, 2.2290], [1.9124, 1.6970, 1.0492], [3.2281, 2.2001, -0.6883], [4.9646, 0.8235, -1.7507], [4.8346, -1.6236, -0.9672], [3.8763, -2.2110, 1.0687]],
  "mulliken_charge": [-0.619, 0.487, -0.448, -0.071, -0.220, 0.318, -0.621, 0.003, 0.316, 0.329, 0.316, 0.209, -0.303, -0.197, -0.413, -0.419, -0.269, -0.596, 0.301, 0.362, 0.372, 0.368, 0.307, 0.487],
  "gap_ha": 0.35084,
  "homo_ev": -9.20,
  "smiles": "O=c1cc[nH]c(=O)[nH]1.c1ccccc1",
  "total_charge": 0
}

=====

<iii>
{
  "formula": "C10H10N2O2",
  "method": "ωB97M-V with the def2-TZVPD basis set",
  "species": ["O", "C", "C", "C", "N", "C", "O", "N", "H", "H", "H", "H", "C", "C", "C", "C", "C", "C", "H", "H", "H", "H", "H", "H"],
  "xyz": [[-0.9363, -1.6818, 1.6180], [-1.1340, -0.6055, 1.0694], [-1.1625, 0.7268, 1.8406], [-1.6258, 1.8423, 1.1793], [-2.1003, 1.6838, -0.1523], [-2.5437, 0.4684, -0.6637], [-3.4724, 0.3167, -1.4914], [-1.8630, -0.6298, -0.1062], [-0.6686, 0.6581, 2.8840], [-1.7446, 2.8147, 1.8844], [-2.4022, 2.2982, -0.7972], [-1.9500, -1.5403, -0.5973], [0.5913, -1.0966, -0.1399], [0.5993, 0.1422, -0.8143], [1.8097, 0.6757, -1.2486], [3.0070, 0.0251, -0.9457], [2.9702, -1.2093, -0.3579], [1.7951, -1.7800, 0.0739], [-0.3351, -1.5795, 0.1251], [-0.3491, 0.6391, -0.9880], [1.8315, 1.6684, -1.6997], [3.9760, 0.5112, -1.1554], [3.9158, -1.5994, -0.0687], [1.7916, -2.7488, 0.5515]],
  "mulliken_charge": [-0.595, 0.662, -0.482, -0.278, -0.048, 0.429, -0.646, -0.035, 0.324, 0.288, 0.077, 0.270, 0.193, 0.054, -0.623, -0.375, -0.367, -0.781, 0.236, 0.225, 0.383, 0.324, 0.362, 0.405],
  "gap_ha": 0.33640,
  "homo_ev": -9.09,
  "smiles": "O=c1cc[nH]c(=O)[nH]1.c1ccccc1",
  "total_charge": 0
}

=====

Which of them is most stable? Easy: <ii>.